C2H6NO2P | the ωB97M-V functional and the def2-TZVPD basis

As for the relative energy (zero: lowest compared OMol25 entry of this formula, charge and spin): 96.0 kcal/mol. Its energy is -17041.6050 eV. For the max |F|, the calculation gives 4.005 eV/Å. For the HOMO-LUMO gap, the calculation gives 9.81 eV.

The geometry in XYZ format:
```
12
Properties=species:S:1:pos:R:3:forces:R:3
C -1.6183 0.3347 -0.2130 0.397 -0.863 -1.230
N -0.3864 -0.0707 0.4542 -0.975 -3.792 0.844
O -0.2242 -1.6171 0.5358 -0.973 2.550 2.024
C 0.7601 0.6472 0.3590 1.679 -1.052 0.266
O 0.7684 1.8197 0.5523 -0.345 1.952 -0.167
P 2.2409 -0.4007 -0.1025 -0.201 -1.658 2.059
H -2.0930 -0.6651 -0.6711 1.053 2.589 0.755
H -2.2709 0.7792 0.5357 -0.332 -0.004 -0.308
H -1.2541 1.1364 -0.9601 -1.224 -1.324 0.795
H -0.5170 -1.8187 1.5151 0.890 0.831 -2.744
H 3.0601 0.4150 -0.7843 0.873 1.903 -0.364
H 1.5344 -0.5598 -1.2210 -0.843 -1.132 -1.930
```
Forces are in eV/Å.



C39H39F3NO7PS2Sb2Tl | the ωB97M-V functional and the def2-TZVPD basis

The spin multiplicity is 2. As for the relative energy (zero: lowest compared OMol25 entry of this formula, charge and spin): 0.0 kcal/mol. Its energy is -113782.5618 eV. For the max |F|, the calculation gives 2.173 eV/Å. As for the charge: -2. For the HOMO-LUMO gap (spin up / spin down), the calculation gives 6.54 / 6.60 eV.

The geometry in XYZ format:
```
95
Properties=species:S:1:pos:R:3:forces:R:3
Tl 12.0122 -14.6332 -15.0830 0.003 0.097 0.023
O 11.9731 -14.8343 -8.2899 0.039 -0.040 -0.086
C 11.9752 -14.7291 -9.6649 -0.286 -0.202 0.500
C 12.9151 -13.9612 -10.3346 -0.150 -0.086 0.153
C 12.8022 -13.8918 -11.7105 0.105 0.277 -0.554
N 11.8208 -14.4858 -12.4074 0.376 -0.162 0.537
C 10.9527 -15.2557 -11.7415 0.005 0.211 0.009
C 10.9868 -15.4134 -10.3642 0.702 0.578 -0.353
C 9.8333 -15.9634 -12.5252 0.312 -0.160 -0.543
O 9.0263 -16.6030 -11.8486 -0.199 -0.085 0.027
O 9.8758 -15.8299 -13.7892 -0.055 0.215 0.446
C 13.8559 -13.0549 -12.4790 0.231 0.093 -0.580
O 14.7632 -12.5495 -11.8060 0.038 -0.052 0.528
O 13.6987 -12.9513 -13.7228 -0.346 -0.159 0.086
H 12.7245 -14.3479 -7.9301 -0.057 -0.010 -0.205
H 13.7220 -13.4102 -9.8419 -0.251 -0.232 -0.204
H 10.2329 -16.0259 -9.9252 -0.285 -0.243 0.418
C 9.7248 -19.1509 -17.5678 0.380 0.220 0.021
C 11.1458 -19.4275 -18.0546 -0.229 0.467 0.834
O 11.7600 -18.3077 -18.6876 -0.020 -0.398 -0.008
P 12.1592 -16.9819 -17.8409 0.036 0.228 -0.167
S 12.8298 -17.4907 -16.0771 0.283 -0.220 0.265
S 10.6584 -15.7042 -17.9329 0.019 0.120 -0.189
O 13.4239 -16.5071 -18.7481 -0.421 0.363 -0.266
C 13.2002 -15.7036 -19.9272 0.111 -0.264 0.133
C 12.6054 -16.5406 -21.0533 -0.019 -0.002 0.045
H 9.3200 -20.0694 -17.1469 -0.135 -0.109 0.031
H 9.0895 -18.7928 -18.3761 -0.047 -0.031 -0.079
H 9.7374 -18.3841 -16.7897 -0.021 -0.091 -0.024
H 11.1375 -20.1950 -18.8014 0.067 -0.563 -0.471
H 11.7535 -19.7514 -17.1907 -0.078 0.123 -0.390
H 14.1793 -15.3009 -20.1891 0.072 -0.176 -0.029
H 12.5715 -14.8474 -19.6687 -0.123 -0.198 -0.064
H 13.1441 -17.4884 -21.1494 -0.022 0.108 0.071
H 12.6682 -16.0215 -22.0135 -0.021 0.129 0.058
H 11.5576 -16.7678 -20.8398 0.122 0.018 -0.033
C 7.8856 -11.2200 -14.6325 -0.254 -0.195 0.251
C 8.7078 -10.0189 -14.1803 0.303 0.445 -0.161
C 9.7706 -9.5780 -15.2179 0.006 -0.391 0.252
Sb 11.6144 -10.7779 -15.1425 -0.240 0.053 -0.080
C 12.2861 -9.8078 -13.3752 0.264 0.285 -0.247
C 12.8219 -8.5242 -13.3608 0.236 0.421 0.703
C 13.2412 -7.9544 -12.1428 -0.196 -0.106 -0.504
C 13.1259 -8.6806 -10.9669 0.189 0.219 0.003
C 12.6201 -9.9644 -10.9983 -0.007 -0.362 0.720
C 12.2130 -10.5209 -12.1923 -0.324 -0.584 0.038
C 12.6380 -9.4723 -16.5041 0.614 0.344 -0.290
C 14.0116 -9.1912 -16.4189 -0.152 -0.021 0.026
C 14.6343 -8.3507 -17.3293 -0.188 0.511 -0.276
C 13.8988 -7.7508 -18.3500 -0.307 -0.124 -0.365
C 12.5418 -8.0652 -18.4985 0.849 0.085 0.039
C 11.9520 -8.9240 -17.5849 -0.824 -0.012 0.033
Sb 8.8871 -13.1675 -14.3398 0.263 0.288 -0.332
C 7.3389 -14.2771 -15.2718 -1.127 -0.311 -0.398
C 6.0220 -13.7589 -15.3437 0.577 0.189 -0.030
C 4.9712 -14.5169 -15.8281 0.017 -0.625 -0.402
C 5.2237 -15.8181 -16.2822 0.547 0.504 0.494
C 6.5090 -16.3391 -16.2636 -0.107 0.317 0.028
C 7.5665 -15.5624 -15.7772 0.263 -0.264 0.154
C 8.1625 -13.2632 -12.3502 -0.751 -0.262 0.878
C 6.9262 -13.8423 -11.9893 0.569 0.358 0.029
C 6.4792 -13.8053 -10.6744 0.028 -0.037 -0.233
C 7.2459 -13.2208 -9.6730 0.131 -0.222 0.076
C 8.4981 -12.7097 -9.9925 0.116 0.216 -0.156
C 8.9333 -12.7127 -11.3265 -0.025 -0.198 0.329
H 7.6209 -11.1285 -15.6870 0.007 0.039 -0.122
H 6.9427 -11.2420 -14.0667 0.224 -0.093 -0.076
H 9.1723 -10.2091 -13.1978 -0.015 0.004 -0.181
H 8.0270 -9.1713 -14.0030 0.103 -0.082 -0.048
H 10.0464 -8.5269 -15.1273 0.080 0.016 0.210
H 9.3690 -9.7015 -16.2216 -0.180 -0.051 -0.136
H 12.9503 -7.9803 -14.2930 -0.094 0.057 0.162
H 13.6572 -6.9500 -12.0867 -0.038 -0.133 -0.250
H 13.4825 -8.2586 -10.0318 -0.085 -0.002 -0.060
H 12.5815 -10.5498 -10.0750 -0.023 0.111 -0.342
H 11.8641 -11.5571 -12.2234 0.059 0.373 0.095
H 14.6279 -9.6168 -15.6384 -0.130 -0.140 0.183
H 15.6896 -8.1027 -17.2428 -0.101 -0.194 0.101
H 14.3868 -7.0748 -19.0580 -0.142 -0.204 0.231
H 11.9663 -7.6677 -19.3298 0.051 0.026 0.130
H 10.8869 -9.1457 -17.7156 0.351 0.031 0.056
H 5.8403 -12.7250 -15.0493 -0.037 -0.308 0.109
H 3.9512 -14.1397 -15.8905 0.233 0.132 0.124
H 4.4269 -16.4390 -16.6134 -0.664 -0.344 -0.317
H 6.6593 -17.3595 -16.6176 0.208 0.282 0.084
H 8.5713 -15.9946 -15.7577 -0.347 0.238 0.091
H 6.3338 -14.3447 -12.7385 -0.090 -0.039 -0.090
H 5.5361 -14.2735 -10.4139 -0.011 0.024 -0.058
H 6.8636 -13.2585 -8.6508 0.294 0.166 -0.190
H 9.1694 -12.3162 -9.2228 -0.303 -0.105 -0.209
H 9.9339 -12.3457 -11.5419 -0.104 0.070 0.009
F 14.2352 -12.1179 -16.5607 -0.142 -0.445 -0.794
C 13.5078 -12.9674 -17.2754 0.398 -0.913 -0.369
F 12.5432 -12.3349 -17.9584 0.971 -0.357 0.071
F 14.3071 -13.7294 -18.1071 -1.082 1.554 1.066
```
Forces are in eV/Å.



C2H4NO2 | the ωB97M-V functional and the def2-TZVPD basis

As for the relative energy (zero: lowest compared OMol25 entry of this formula, charge and spin): 12.7 kcal/mol. Its energy is -7715.4073 eV. For the max |F|, the calculation gives 2.124 eV/Å. As for the charge: +1. For the HOMO-LUMO gap, the calculation gives 11.78 eV.

The geometry in XYZ format:
```
9
Properties=species:S:1:pos:R:3:forces:R:3
C 1.9265 0.6744 0.1912 0.887 0.086 0.500
C -2.1782 -0.2256 0.0395 -0.886 0.341 0.212
N -1.1442 -0.8312 -0.2442 1.956 -0.633 -0.532
O 0.8981 0.6345 -0.4403 -0.561 0.026 -0.390
O -3.0788 0.3919 0.3219 -0.496 0.276 0.127
H 2.2199 -0.1005 0.9124 -0.171 -0.069 -0.057
H 2.6211 1.5137 0.0641 -0.112 -0.011 -0.113
H -0.1514 -0.2470 -0.3377 -0.246 0.048 0.196
H -1.1130 -1.8103 -0.5070 -0.371 -0.063 0.058
```
Forces are in eV/Å.